This record from OMol25 describes a 7-piece molecular cluster, C13H17Cl15O6 overall in a non-equilibrium geometry. The level of theory is ωB97M-V/def2-TZVPD.

```
! RIJCOSX wB97M-V def2-TZVPD def2/J DEFGRID3
* xyz 0 1
Cl 0.77 2.85 1.73
Cl 0.94 0.14 0.70
Cl 0.53 -1.87 4.09
Cl 1.50 3.28 -2.21
Cl -1.73 1.26 1.46
Cl 7.17 5.09 -0.05
Cl 2.36 -4.09 3.67
Cl -0.35 -3.96 2.33
Cl -3.14 -1.79 -3.67
Cl -3.91 0.98 -3.02
Cl 0.40 5.28 -3.96
Cl -1.95 -0.47 -1.36
Cl 5.02 3.14 -0.02
Cl -0.74 2.53 -4.02
Cl 6.04 4.06 2.60
O -4.94 -0.39 -0.13
O 3.78 -1.05 -0.98
O 2.69 -2.50 0.28
O 1.96 -2.06 -1.75
O -4.33 -2.28 0.81
O -3.96 -0.35 1.86
C 3.50 -0.22 -2.10
C -3.49 -1.15 4.13
C -3.34 -1.41 2.66
C -0.02 3.78 -3.03
C 2.80 -1.93 -0.72
C 1.09 -3.04 2.95
C -4.44 -0.95 0.80
C 2.36 -1.12 -2.81
C -3.93 -2.74 2.05
C -3.44 -0.59 -2.44
C -0.16 1.59 0.78
C 1.18 -0.31 -3.19
C 5.73 4.46 0.89
H -0.26 1.99 -0.25
H -4.70 -3.16 2.67
H -0.68 4.11 -2.32
H -2.32 -1.33 2.47
H -3.07 -3.40 1.95
H 0.33 -0.80 -3.59
H 0.94 0.15 -2.23
H 5.10 5.27 1.05
H -4.22 -0.96 -1.76
H -3.31 -2.11 4.68
H 2.88 -1.69 -3.53
H 1.58 -2.46 2.05
H 1.52 0.67 -3.69
H 4.43 -0.16 -2.76
H 3.14 0.81 -1.83
H -4.44 -0.67 4.27
H -2.86 -0.42 4.52
*
```

Results
frontier orbital gap: 11.1 eV
F_max: 3.8 eV/A
E_HOMO: -10.8 eV
LUMO level: 0.234 eV

Electronic structure analysis, natural (NBO) charges in units of e:
1. Cl -0.0184
2. Cl -0.0243
3. Cl 0.0269
4. Cl -0.0084
5. Cl 0.0722
6. Cl -0.0121
7. Cl 0.0084
8. Cl -0.0304
9. Cl 0.0239
10. Cl 0.0400
11. Cl -0.0113
12. Cl -0.0698
13. Cl 0.0331
14. Cl 0.0557
15. Cl 0.0107
16. O -0.6186
17. O -0.5012
18. O -0.6042
19. O -0.4903
20. O -0.4833
21. O -0.4780
22. C -0.0895
23. C -0.6348
24. C 0.0676
25. C -0.2381
26. C 0.9899
27. C -0.3076
28. C 0.9899
29. C 0.0683
30. C -0.0899
31. C -0.2890
32. C -0.2622
33. C -0.6464
34. C -0.2440
35. H 0.2310
36. H 0.1862
37. H 0.2103
38. H 0.1936
39. H 0.2070
40. H 0.2413
41. H 0.2233
42. H 0.2134
43. H 0.2772
44. H 0.2272
45. H 0.1886
46. H 0.2962
47. H 0.2275
48. H 0.2034
49. H 0.1893
50. H 0.2241
51. H 0.2257

---

This record from OMol25 describes a 2-piece molecular cluster, C9H13N4O overall in a non-equilibrium geometry. The level of theory is ωB97M-V/def2-TZVPD.

```
! RIJCOSX wB97M-V def2-TZVPD def2/J DEFGRID3
* xyz 1 1
O 2.94 0.58 -0.99
N -0.65 -0.90 0.14
N -2.64 -3.10 -0.18
N 2.10 -0.93 0.44
N -1.11 0.30 -0.01
C -2.96 1.72 0.09
C -0.79 2.60 0.17
C -2.48 0.45 -0.10
C -0.28 1.39 -0.09
C -3.07 -1.93 -0.15
C -2.17 2.90 0.26
C -3.37 -0.67 -0.33
C 3.15 -0.35 0.06
C 4.61 -0.64 0.24
H -2.68 -3.69 0.67
H 4.86 -1.23 1.13
H 3.71 0.92 -1.33
H 2.19 -1.60 1.17
H -0.10 3.39 0.31
H 0.42 -1.00 0.02
H 5.44 0.20 0.27
H -4.30 -0.44 -0.71
H -4.05 1.84 0.07
H -2.42 3.88 0.57
H -2.06 -3.44 -0.92
H 4.96 -1.30 -0.61
H 0.72 1.05 -0.18
*
```

Results
frontier orbital gap (alpha / beta): 7.1 / 7.1 eV
relative energy (zero: lowest compared OMol25 entry of this formula, charge and spin): 95.7 kcal per mole
F_max: 5.1 eV/A
E_HOMO (alpha / beta): -10.7 / -10.7 eV
LUMO level (alpha / beta): -3.514 / -3.514 eV

Electronic structure analysis, natural (NBO) charges in units of e:
1. O -0.6899
2. N -0.5971
3. N -0.6357
4. N -0.7316
5. N -0.0128
6. C -0.1314
7. C -0.1622
8. C 0.0310
9. C -0.0639
10. C 0.4976
11. C -0.2538
12. C -0.2397
13. C 0.6099
14. C -0.7512
15. H 0.4351
16. H 0.2499
17. H 0.4847
18. H 0.3781
19. H 0.2309
20. H 0.3952
21. H 0.2576
22. H 0.2825
23. H 0.2254
24. H 0.2471
25. H 0.4341
26. H 0.2615
27. H 0.2487

---

This record from OMol25 describes a 2-piece molecular cluster, CH3ClOS overall in a non-equilibrium geometry. The level of theory is ωB97M-V/def2-TZVPD.

```
! RIJCOSX wB97M-V def2-TZVPD def2/J DEFGRID3
* xyz 0 1
Cl 1.91 -1.04 -0.39
S -3.19 -0.44 -0.53
O -2.37 -1.21 0.46
C 1.04 0.45 0.05
H 1.47 1.28 -0.50
H 1.15 0.62 1.12
H -0.01 0.33 -0.21
*
```

Results
frontier orbital gap: 6.4 eV
relative energy (zero: lowest compared OMol25 entry of this formula, charge and spin): 44.3 kcal per mole
F_max: 1.1 eV/A
E_HOMO: -9.0 eV
LUMO level: -2.551 eV

Electronic structure analysis, natural (NBO) charges in units of e:
1. Cl -0.0738
2. S 0.6586
3. O -0.6556
4. C -0.5725
5. H 0.2122
6. H 0.2148
7. H 0.2162

---

This record from OMol25 describes one molecule with the formula C14H9FN6S2 in a non-equilibrium geometry. The level of theory is ωB97M-V/def2-TZVPD.

```
! RIJCOSX wB97M-V def2-TZVPD def2/J DEFGRID3
* xyz 0 1
S 2.47 -3.36 1.03
S -1.47 0.21 0.01
F 1.06 2.06 -4.84
N -1.94 2.17 1.94
N -1.32 -1.41 2.13
N -0.07 3.07 2.03
N 0.09 2.01 1.15
N 0.38 -2.94 2.67
N -1.22 3.15 2.56
C 1.85 1.54 -2.63
C -0.76 -2.31 2.96
C 2.43 -2.36 -0.44
C 0.52 -0.94 -2.77
C 1.20 -0.61 -1.61
C 1.89 0.64 -1.54
C 1.34 -1.52 -0.48
C 0.97 -2.63 1.52
C 1.16 1.19 -3.78
C -1.09 1.50 1.05
C -0.74 -1.06 0.99
C 0.50 -0.03 -3.83
C -3.33 1.80 2.28
C 0.51 -1.66 0.68
H 3.20 -2.31 -1.21
H -3.80 1.39 1.36
H -0.02 -1.87 -2.87
H -1.27 -2.53 3.91
H 2.41 0.90 -0.62
H 2.33 2.53 -2.61
H -3.31 1.04 3.06
H -3.91 2.66 2.59
H -0.05 -0.32 -4.73
*
```

Results
frontier orbital gap: 8.8 eV
relative energy (zero: lowest compared OMol25 entry of this formula, charge and spin): 0.0 kcal per mole
F_max: 2.8 eV/A
E_HOMO: -9.1 eV
LUMO level: -0.370 eV

Electronic structure analysis, natural (NBO) charges in units of e:
1. S 0.4146
2. S 0.3318
3. F -0.3260
4. N -0.2019
5. N -0.4682
6. N -0.0769
7. N -0.2906
8. N -0.4254
9. N -0.0225
10. C -0.2702
11. C 0.2430
12. C -0.3271
13. C -0.1828
14. C -0.0704
15. C -0.1650
16. C -0.0854
17. C 0.0490
18. C 0.3869
19. C 0.1280
20. C 0.1000
21. C -0.2733
22. C -0.4144
23. C -0.1059
24. H 0.2497
25. H 0.2278
26. H 0.2207
27. H 0.1984
28. H 0.2363
29. H 0.2376
30. H 0.2245
31. H 0.2290
32. H 0.2287

---

Repeat the first record exactly.
This record from OMol25 describes a 7-piece molecular cluster, C13H17Cl15O6 overall in a non-equilibrium geometry. The level of theory is ωB97M-V/def2-TZVPD.

```
! RIJCOSX wB97M-V def2-TZVPD def2/J DEFGRID3
* xyz 0 1
Cl 0.77 2.85 1.73
Cl 0.94 0.14 0.70
Cl 0.53 -1.87 4.09
Cl 1.50 3.28 -2.21
Cl -1.73 1.26 1.46
Cl 7.17 5.09 -0.05
Cl 2.36 -4.09 3.67
Cl -0.35 -3.96 2.33
Cl -3.14 -1.79 -3.67
Cl -3.91 0.98 -3.02
Cl 0.40 5.28 -3.96
Cl -1.95 -0.47 -1.36
Cl 5.02 3.14 -0.02
Cl -0.74 2.53 -4.02
Cl 6.04 4.06 2.60
O -4.94 -0.39 -0.13
O 3.78 -1.05 -0.98
O 2.69 -2.50 0.28
O 1.96 -2.06 -1.75
O -4.33 -2.28 0.81
O -3.96 -0.35 1.86
C 3.50 -0.22 -2.10
C -3.49 -1.15 4.13
C -3.34 -1.41 2.66
C -0.02 3.78 -3.03
C 2.80 -1.93 -0.72
C 1.09 -3.04 2.95
C -4.44 -0.95 0.80
C 2.36 -1.12 -2.81
C -3.93 -2.74 2.05
C -3.44 -0.59 -2.44
C -0.16 1.59 0.78
C 1.18 -0.31 -3.19
C 5.73 4.46 0.89
H -0.26 1.99 -0.25
H -4.70 -3.16 2.67
H -0.68 4.11 -2.32
H -2.32 -1.33 2.47
H -3.07 -3.40 1.95
H 0.33 -0.80 -3.59
H 0.94 0.15 -2.23
H 5.10 5.27 1.05
H -4.22 -0.96 -1.76
H -3.31 -2.11 4.68
H 2.88 -1.69 -3.53
H 1.58 -2.46 2.05
H 1.52 0.67 -3.69
H 4.43 -0.16 -2.76
H 3.14 0.81 -1.83
H -4.44 -0.67 4.27
H -2.86 -0.42 4.52
*
```

Results
frontier orbital gap: 11.1 eV
F_max: 3.8 eV/A
E_HOMO: -10.8 eV
LUMO level: 0.234 eV

Electronic structure analysis, natural (NBO) charges in units of e:
1. Cl -0.0184
2. Cl -0.0243
3. Cl 0.0269
4. Cl -0.0084
5. Cl 0.0722
6. Cl -0.0121
7. Cl 0.0084
8. Cl -0.0304
9. Cl 0.0239
10. Cl 0.0400
11. Cl -0.0113
12. Cl -0.0698
13. Cl 0.0331
14. Cl 0.0557
15. Cl 0.0107
16. O -0.6186
17. O -0.5012
18. O -0.6042
19. O -0.4903
20. O -0.4833
21. O -0.4780
22. C -0.0895
23. C -0.6348
24. C 0.0676
25. C -0.2381
26. C 0.9899
27. C -0.3076
28. C 0.9899
29. C 0.0683
30. C -0.0899
31. C -0.2890
32. C -0.2622
33. C -0.6464
34. C -0.2440
35. H 0.2310
36. H 0.1862
37. H 0.2103
38. H 0.1936
39. H 0.2070
40. H 0.2413
41. H 0.2233
42. H 0.2134
43. H 0.2772
44. H 0.2272
45. H 0.1886
46. H 0.2962
47. H 0.2275
48. H 0.2034
49. H 0.1893
50. H 0.2241
51. H 0.2257

---

> What is the F_max in the first record?

3.8 eV/A

---

> Look up the F_max of the third one.

1.1 eV/A

---

> Which of these has the highest F_max?

C9H13N4O